This record from OMol25 describes a structure of composition C8H16N2O3. The level of theory is the ωB97M-V functional and the def2-TZVPD basis.

Structure (XYZ):
```
29
Properties=species:S:1:pos:R:3:forces:R:3
C 3.163 0.072 0.730 -0.88 -0.56 0.74
C 1.966 0.054 -0.123 -2.20 -1.25 -3.56
C -0.230 0.425 -0.752 -2.48 3.85 -0.83
C -1.504 1.371 -0.283 -3.01 2.39 -2.47
C -0.716 -0.954 -0.882 -3.20 -2.83 -1.18
C -1.666 -1.201 0.260 -2.39 1.18 -0.01
C -1.312 -0.807 1.703 3.37 3.72 0.35
C -2.593 -2.416 0.079 2.02 -3.05 0.12
H 4.851 0.564 -0.472 -1.78 -3.17 2.25
H 3.970 -0.979 -0.780 1.71 2.00 3.05
H 2.874 -0.542 1.580 0.18 -0.95 0.12
H 3.151 0.980 1.248 0.66 2.00 0.41
H 0.681 1.263 1.016 0.06 -0.61 -1.16
H -0.009 0.892 -1.765 -0.01 -0.51 1.17
H 0.062 -1.704 -0.827 0.19 0.11 -0.38
H -1.454 -1.238 -1.868 2.60 1.42 2.31
H -2.427 -0.445 0.198 -0.46 0.37 -0.99
H 0.032 -0.584 1.904 -4.26 -2.08 0.06
H -2.032 -1.443 2.186 0.80 -0.34 1.82
H -1.602 0.373 1.996 0.37 -3.19 -1.00
H -2.608 -2.666 -1.176 -0.69 0.63 3.92
H -3.650 -2.241 0.686 2.78 -0.94 -1.93
H -1.846 -3.381 0.584 -2.87 2.27 -1.41
H -2.074 2.978 0.323 1.27 -0.44 1.31
N 4.387 -0.344 0.135 0.65 0.71 -5.82
N 0.820 0.665 0.177 0.17 1.79 2.76
O 1.783 -0.570 -1.198 3.60 -0.03 0.80
O -2.619 1.451 -0.926 5.31 -0.61 2.85
O -1.292 2.452 0.698 -1.52 -1.88 -3.29
```
Forces are in eV/Å.

Results
electronic energy: -649.428665 hartree
net charge: 0
relative energy (zero: lowest compared OMol25 entry of this formula, charge and spin): 762.0 kJ/mol
max |F|: 6.06 eV Å⁻¹
M: 188.23 g/mol
HOMO level: -9.7 eV

Mulliken atomic charge list, values in e, 8 entries:
1. C -0.905
2. C 0.693
3. C -0.067
4. C 0.075
5. C -0.802
6. C 0.494
7. C -0.791
8. C -1.144